Entry from the Open Molecules 2025 dataset: a structure of composition C39H35NO9P4S2Ta in a non-equilibrium geometry (the ωB97M-V functional and the def2-TZVPD basis).

Output
Spin multiplicity: 1
E_HOMO (Ha): -0.3820
Net charge: +1
Energy (a.u.): -4458.18651

Positions of all 91 atoms, in Å:
Ta: 1.076 0.053 1.666
S: 1.764 -2.417 1.358
P: -0.013 -2.496 0.404
C: -0.215 -0.826 0.126
P: -1.712 -0.040 0.451
S: -1.327 0.783 2.269
C: -2.077 1.201 -0.805
C: -3.293 1.884 -0.749
C: -3.582 2.875 -1.670
C: -2.659 3.178 -2.664
C: -1.456 2.492 -2.728
C: -1.156 1.507 -1.795
C: -3.258 -0.974 0.513
C: -3.800 -1.435 -0.689
C: -4.994 -2.131 -0.694
C: -5.665 -2.355 0.503
C: -5.140 -1.886 1.695
C: -3.933 -1.199 1.704
C: 0.129 -3.507 -1.082
C: -0.777 -3.334 -2.126
C: -0.693 -4.117 -3.265
C: 0.305 -5.077 -3.370
C: 1.218 -5.245 -2.340
C: 1.134 -4.461 -1.198
C: -1.229 -3.331 1.447
C: -1.221 -3.079 2.819
C: -2.149 -3.690 3.644
C: -3.089 -4.561 3.110
C: -3.100 -4.820 1.748
C: -2.170 -4.211 0.917
H: -4.017 1.645 0.020
H: -4.525 3.400 -1.624
H: -2.884 3.945 -3.391
H: -0.747 2.724 -3.510
H: -0.217 0.970 -1.836
H: -3.306 -1.216 -1.627
H: -5.410 -2.483 -1.626
H: -6.604 -2.891 0.501
H: -5.663 -2.058 2.624
H: -3.515 -0.844 2.636
H: -1.546 -2.574 -2.058
H: -1.399 -3.976 -4.073
H: 0.374 -5.690 -4.258
H: 2.001 -5.986 -2.426
H: 1.856 -4.593 -0.402
H: -0.470 -2.426 3.250
H: -2.128 -3.498 4.709
H: -3.809 -5.044 3.756
H: -3.825 -5.503 1.329
H: -2.178 -4.439 -0.140
O: 1.596 1.157 5.607
P: 1.866 0.861 4.109
O: 1.341 1.869 3.133
O: 1.249 -0.482 3.608
O: 3.457 0.722 3.978
P: 4.063 -0.194 2.741
O: 5.413 0.553 2.372
O: 4.221 -1.585 3.133
O: 3.113 0.234 1.574
H: 2.041 0.590 6.243
H: 6.175 0.056 2.676
C: 2.319 4.594 -3.033
O: 2.871 3.711 -2.065
C: 2.812 2.381 -2.305
C: 2.226 1.790 -3.420
C: 2.235 0.409 -3.566
C: 2.834 -0.408 -2.619
C: 3.430 0.174 -1.513
C: 3.399 1.548 -1.353
N: 4.062 2.142 -0.228
C: 3.647 3.039 0.616
C: 2.347 3.628 0.773
C: 2.337 4.985 1.142
C: 1.154 5.686 1.208
C: -0.038 5.013 0.928
C: -0.055 3.664 0.631
C: 1.135 2.942 0.587
O: 1.119 1.623 0.427
H: 2.531 5.597 -2.674
H: 1.239 4.452 -3.107
H: 2.788 4.447 -4.007
H: 1.770 2.402 -4.178
H: 1.771 -0.028 -4.439
H: 2.838 -1.482 -2.732
H: 3.891 -0.440 -0.754
H: 5.003 1.800 -0.065
H: 4.437 3.395 1.271
H: 3.279 5.482 1.334
H: 1.150 6.732 1.474
H: -0.977 5.547 0.972
H: -0.991 3.151 0.469

---

Entry from the Open Molecules 2025 dataset: a structure of composition C39H36AsCl2N4O11S2SiW (the ωB97M-V functional and the def2-TZVPD basis).

Output
Spin multiplicity: 1
E_HOMO (Ha): -0.3745
Net charge: +1
Energy (a.u.): -6863.55012

Positions of all 97 atoms, in Å:
W: 0.663 0.125 -0.560
Cl: 1.343 -1.654 3.205
C: 1.417 0.038 3.469
C: 1.626 0.486 4.788
C: 1.678 1.818 5.060
Cl: 1.912 2.330 6.692
C: 1.544 2.787 4.031
C: 1.616 4.181 4.240
C: 1.498 5.020 3.171
C: 1.315 4.465 1.890
N: 1.235 3.180 1.653
C: 1.337 2.339 2.710
C: 1.244 0.940 2.454
O: 1.010 0.576 1.170
H: 1.727 -0.243 5.577
H: 1.766 4.563 5.240
H: 1.548 6.093 3.291
H: 1.235 5.119 1.028
O: 0.939 -2.382 0.271
As: 0.885 -2.828 -1.447
O: 2.096 -3.726 -1.993
O: 0.864 -1.147 -1.978
C: -0.865 -3.578 -1.554
C: -0.856 -4.947 -1.772
C: -2.045 -5.668 -1.709
C: -3.230 -5.024 -1.409
C: -3.249 -3.648 -1.195
C: -2.071 -2.929 -1.273
S: -2.229 -1.170 -1.234
O: -1.941 -0.690 -2.547
O: -3.459 -0.834 -0.596
O: -1.065 -0.727 -0.260
H: 1.850 -2.425 0.602
H: 0.082 -5.445 -1.986
H: -2.032 -6.734 -1.887
H: -4.154 -5.581 -1.343
H: -4.175 -3.135 -0.971
C: 1.888 3.805 -1.657
Si: 0.598 2.798 -2.547
C: 1.113 1.764 -3.999
C: -0.677 4.025 -3.118
N: -0.176 1.615 -1.291
C: -1.501 2.019 -0.823
C: -1.742 2.259 0.520
C: -3.022 2.602 0.934
C: -4.050 2.712 0.011
C: -3.801 2.459 -1.332
C: -2.532 2.105 -1.754
H: 2.650 4.127 -2.373
H: 2.374 3.291 -0.834
H: 1.412 4.709 -1.270
H: 1.536 2.419 -4.766
H: 0.226 1.291 -4.430
H: 1.837 0.984 -3.775
H: -0.101 4.792 -3.648
H: -1.198 4.517 -2.297
H: -1.412 3.629 -3.816
H: -0.946 2.181 1.246
H: -3.204 2.768 1.988
H: -5.046 2.983 0.335
H: -4.602 2.520 -2.057
H: -2.350 1.855 -2.788
O: 2.889 -0.780 -0.218
C: 3.258 0.101 -1.020
O: 2.316 0.948 -1.361
C: 4.587 0.230 -1.579
C: 4.874 1.280 -2.447
C: 6.141 1.421 -3.006
C: 7.074 0.473 -2.657
O: 8.358 0.396 -3.058
C: 8.897 -0.804 -2.483
O: 7.898 -1.345 -1.619
C: 6.787 -0.579 -1.788
C: 5.555 -0.734 -1.228
H: 4.098 1.993 -2.686
H: 6.385 2.228 -3.680
H: 9.786 -0.556 -1.906
H: 9.118 -1.514 -3.281
H: 5.319 -1.550 -0.560
N: -3.301 -1.967 4.558
C: -2.995 -1.178 3.513
S: -1.891 0.077 3.662
N: -3.603 -1.440 2.338
C: -4.453 -2.534 2.032
C: -5.651 -2.289 1.371
C: -6.465 -3.347 1.001
C: -6.100 -4.652 1.304
C: -4.904 -4.895 1.965
C: -4.072 -3.841 2.318
H: -2.921 -1.705 5.450
H: -4.079 -2.606 4.524
H: -3.436 -0.768 1.604
H: -5.930 -1.268 1.144
H: -7.396 -3.150 0.486
H: -6.746 -5.475 1.029
H: -4.608 -5.909 2.198
H: -3.118 -4.031 2.795

---

Entry from the Open Molecules 2025 dataset: a structure of composition C39H36CrN7O3S3 (the ωB97M-V functional and the def2-TZVPD basis).

Output
Spin multiplicity: 5
E_HOMO (spin up / spin down) (Ha): -0.3650 / -0.3747
Expectation value of S²: 6.013
Net charge: +1
Energy (a.u.): -4355.69981

Positions of all 89 atoms, in Å:
Cr: -0.174 -1.065 0.717
O: 0.679 -0.868 4.976
S: -0.139 -0.267 3.950
O: -1.397 0.328 4.329
N: -0.384 -1.318 2.725
C: -1.244 -2.392 3.064
C: -1.539 -2.844 4.332
C: -2.407 -3.935 4.544
C: -2.984 -4.609 3.510
C: -2.704 -4.191 2.190
C: -3.248 -4.832 1.057
C: -2.956 -4.380 -0.197
C: -2.108 -3.270 -0.325
N: -1.576 -2.647 0.702
C: -1.849 -3.089 1.973
C: 0.835 1.019 3.227
C: 2.194 1.072 3.512
C: 2.947 2.129 3.024
C: 2.339 3.129 2.272
C: 0.974 3.083 2.021
C: 0.215 2.029 2.508
H: -1.098 -2.360 5.191
H: -2.605 -4.243 5.563
H: -3.640 -5.453 3.678
H: -3.902 -5.684 1.199
H: -3.362 -4.849 -1.082
H: -1.882 -2.869 -1.306
H: 2.633 0.312 4.142
H: 4.003 2.191 3.257
H: 2.924 3.968 1.916
H: 0.495 3.886 1.474
H: -0.858 2.009 2.377
N: 9.192 3.476 -2.013
C: 8.309 2.876 -1.590
C: 7.194 2.126 -1.061
C: 5.952 2.738 -0.925
C: 4.883 2.025 -0.413
C: 5.057 0.696 -0.055
C: 6.289 0.077 -0.191
C: 7.361 0.797 -0.689
N: 3.953 -0.048 0.460
C: 4.002 -1.044 1.418
C: 2.721 -1.426 1.633
N: 1.884 -0.683 0.815
C: 2.658 0.135 0.140
H: 5.831 3.775 -1.206
H: 3.928 2.510 -0.267
H: 6.412 -0.966 0.066
H: 8.327 0.324 -0.802
H: 4.923 -1.362 1.873
H: 2.333 -2.150 2.328
H: 2.327 0.833 -0.611
C: -5.017 2.966 1.341
C: -4.199 1.977 0.515
S: -3.057 1.057 1.545
O: -2.090 0.366 0.601
C: -4.151 -0.200 2.222
C: -4.670 -1.202 1.206
H: -5.526 3.668 0.683
H: -4.384 3.538 2.020
H: -5.780 2.462 1.935
H: -3.541 2.481 -0.194
H: -4.825 1.278 -0.037
H: -4.952 0.351 2.721
H: -3.550 -0.677 2.999
H: -5.351 -0.751 0.485
H: -5.216 -1.989 1.724
H: -3.845 -1.654 0.660
S: 0.216 -0.697 -5.881
C: 0.072 -0.704 -4.137
C: -0.572 0.265 -3.375
C: -0.620 0.119 -2.002
N: -0.069 -0.918 -1.355
C: 0.556 -1.847 -2.094
C: 0.647 -1.785 -3.464
C: -0.564 0.836 -6.314
C: -1.900 0.860 -6.681
C: -2.461 2.086 -7.018
N: -1.786 3.233 -7.005
C: -0.498 3.187 -6.668
C: 0.161 2.017 -6.318
H: -1.044 1.125 -3.832
H: -1.133 0.842 -1.381
H: 1.005 -2.671 -1.551
H: 1.166 -2.567 -4.003
H: -2.487 -0.048 -6.712
H: -3.502 2.144 -7.314
H: 0.036 4.129 -6.686
H: 1.213 2.026 -6.065

---

Entry from the Open Molecules 2025 dataset: a structure of composition C39H36N4O2PbS2Se2Te3 in a non-equilibrium geometry (the ωB97M-V functional and the def2-TZVPD basis).

Output
Spin multiplicity: 1
E_HOMO (Ha): -0.2535
Net charge: 0
Energy (a.u.): -8473.36360

Positions of all 89 atoms, in Å:
Pb: -0.567 -1.188 0.096
C: 1.295 1.310 3.626
C: 0.641 0.156 2.917
O: 0.137 0.405 1.794
C: 0.536 -1.063 3.620
C: -0.279 -2.176 3.256
C: -0.497 -3.225 4.311
N: -0.866 -2.311 2.081
N: -1.750 -3.430 2.009
C: -2.457 -3.507 0.930
O: -2.456 -2.616 -0.020
C: -3.320 -4.731 0.760
C: -3.452 -5.756 1.719
C: -4.178 -6.909 1.419
C: -4.753 -7.030 0.142
C: -4.645 -6.032 -0.816
C: -3.883 -4.893 -0.466
H: 0.547 2.062 3.846
H: 2.098 1.668 3.018
H: 1.810 1.011 4.558
H: 0.973 -1.136 4.629
H: -0.053 -2.986 5.282
H: -0.091 -4.158 3.966
H: -1.552 -3.424 4.413
H: -3.034 -5.589 2.708
H: -4.268 -7.706 2.165
H: -5.209 -7.959 -0.139
H: -5.121 -6.118 -1.783
H: -3.716 -4.121 -1.223
Se: -3.290 1.972 2.457
Te: -5.858 1.610 2.708
Te: -5.254 -0.595 1.137
Se: -3.399 1.004 0.330
N: 0.664 -2.550 -2.349
S: 0.276 -1.698 -3.662
C: 1.318 -0.215 -3.697
C: 2.237 -0.074 -2.644
C: 3.078 1.092 -2.687
C: 2.958 2.038 -3.694
C: 1.998 1.885 -4.676
C: 1.217 0.725 -4.699
C: -1.349 -1.058 -3.369
C: -1.786 0.281 -3.556
C: -3.029 0.651 -3.125
C: -3.884 -0.319 -2.542
C: -3.450 -1.637 -2.480
C: -2.174 -2.003 -2.825
H: 1.057 -3.404 -2.741
H: 2.312 -0.767 -1.830
H: 3.891 1.176 -1.951
H: 3.605 2.920 -3.734
H: 1.883 2.576 -5.504
H: 0.575 0.550 -5.540
H: -1.072 1.040 -3.904
H: -3.274 1.704 -3.062
H: -4.845 -0.026 -2.079
H: -4.139 -2.346 -2.010
H: -1.757 -2.966 -2.614
C: 0.721 4.999 -1.870
Te: 0.399 3.138 -0.849
C: 0.400 4.333 0.945
C: 0.829 5.698 0.545
C: 1.080 6.734 1.472
C: 1.339 8.037 1.081
C: 1.347 8.360 -0.265
C: 1.173 7.392 -1.200
C: 0.922 6.073 -0.802
H: -0.224 5.266 -2.428
H: 1.556 4.986 -2.586
H: 1.072 3.904 1.685
H: -0.602 4.414 1.337
H: 1.180 6.472 2.510
H: 1.511 8.767 1.855
H: 1.571 9.396 -0.551
H: 1.262 7.628 -2.272
S: 3.912 -3.683 1.508
C: 2.262 -3.364 1.065
N: 1.952 -2.122 0.839
C: 3.062 -1.332 1.043
C: 3.036 0.069 0.841
C: 4.228 0.754 1.079
C: 5.433 0.106 1.429
C: 5.421 -1.274 1.627
C: 4.214 -1.981 1.431
H: 1.535 -4.146 0.976
H: 2.080 0.529 0.570
H: 4.289 1.828 0.929
H: 6.346 0.711 1.557
H: 6.298 -1.804 2.025

---

Respective ΔE to the lowest compared entry with this formula, charge and spin values: 0.4, 28.7, 0.0, 7.3 kcal per mole.